Molecular formula: C5H12N2O
Method: DFT, ωB97M-V with the def2-TZVPD basis set

XYZ file:
```
20
Properties=species:S:1:pos:R:3:mulliken_charge:R:1
H 1.154 -0.893 1.741 0.35
N -2.293 0.408 0.177 -0.44
N -0.742 -1.717 -0.924 -0.60
C -1.050 -0.004 0.705 -0.61
O -0.029 4.012 0.350 -0.41
C -0.241 3.179 -0.485 0.08
H 1.107 -2.354 0.814 0.33
C -0.258 -0.915 0.139 0.60
H -0.647 0.650 1.472 0.36
H 1.994 -0.507 -1.131 0.33
H -2.547 0.060 -0.734 0.22
H -0.193 -2.544 -1.126 0.25
H 3.059 -1.549 -0.218 0.35
H -0.930 3.378 -1.325 0.23
H 2.771 0.056 0.362 0.27
H -1.728 -1.910 -0.793 0.18
C 1.084 -1.261 0.720 -0.69
H 0.234 2.181 -0.474 0.08
C 2.287 -0.789 -0.119 -1.07
H -3.033 0.518 0.847 0.20
```

HOMO energy (eV): -7.5
SMILES: CC/C(N)=C/N.C=O
Multiplicity: 1
Frontier orbital gap (Eh): 0.309
E_LUMO (Eh): 0.0332

=====

Molecular formula: C3H13NO2
Method: DFT, ωB97M-V with the def2-TZVPD basis set

XYZ file:
```
19
Properties=species:S:1:pos:R:3:mulliken_charge:R:1
H -0.678 -0.497 0.429 -0.33
H -0.595 -0.048 -2.083 0.39
H 0.187 -2.156 -1.212 0.31
H 2.508 -1.612 0.481 0.31
H -2.471 0.759 1.004 0.37
H -0.122 1.641 1.696 0.23
C -0.561 0.535 0.036 1.19
C -2.002 1.087 0.084 -1.48
H 1.043 0.170 -1.334 0.29
H 3.129 -0.864 1.612 0.26
H -2.435 0.654 -0.819 0.37
H -2.030 2.185 0.041 0.36
N 0.351 1.226 0.904 -0.68
H 0.115 1.603 -1.631 0.40
H 1.133 0.685 1.243 0.24
O 2.295 -0.996 1.180 -0.59
C 0.016 0.546 -1.401 -1.40
O 0.302 -2.715 -0.437 -0.64
H -0.185 -2.205 0.208 0.39
```

HOMO energy (eV): -8.8
SMILES: CC(C)N.O.O
Multiplicity: 1
Frontier orbital gap (Eh): 0.352
E_LUMO (Eh): 0.0276

=====

Molecular formula: C30H45O23Pt
Method: DFT, ωB97M-V with the def2-TZVPD basis set

XYZ file:
```
99
Properties=species:S:1:pos:R:3:lowdin_spin:R:1
H 12.311 26.870 -25.359 0.00
C 15.000 29.455 -20.526 0.00
C 14.334 27.649 -16.518 0.02
O 11.973 30.522 -19.244 0.00
H 12.251 21.398 -15.282 0.00
O 13.135 27.961 -16.022 0.01
C 13.405 24.667 -26.057 0.00
O 15.381 18.911 -22.192 0.00
H 12.495 25.511 -20.140 0.00
H 12.683 29.512 -14.638 0.00
C 13.342 26.973 -25.021 0.00
O 15.309 25.375 -28.880 0.00
H 10.994 26.797 -18.399 0.00
O 13.992 24.342 -27.233 0.00
O 20.756 25.466 -21.493 0.00
H 15.338 28.437 -20.332 0.00
H 12.918 29.972 -16.238 0.00
H 11.790 20.646 -16.840 0.00
C 10.857 25.748 -18.659 0.00
H 14.251 23.423 -21.450 0.00
H 18.380 26.952 -20.089 0.01
H 16.683 19.376 -20.040 0.00
O 16.013 23.689 -19.458 0.13
H 12.335 24.821 -26.196 0.00
C 14.720 25.381 -27.784 0.00
O 14.734 23.842 -16.809 0.15
H 16.041 31.187 -19.657 0.00
H 15.097 29.373 -22.646 0.00
C 18.734 26.606 -21.060 0.00
H 14.318 20.605 -21.492 0.00
C 13.281 29.247 -15.510 0.00
O 14.766 21.711 -16.153 0.01
Pt 16.288 25.092 -17.645 2.20
C 9.631 25.256 -19.466 0.00
H 18.961 24.588 -21.998 0.00
C 16.176 18.947 -23.299 0.00
H 14.945 29.447 -14.286 0.00
C 14.210 22.768 -16.672 0.02
C 12.121 25.074 -19.215 0.00
H 9.456 26.015 -20.228 0.00
C 15.274 20.082 -21.490 0.00
H 15.276 31.045 -22.051 0.00
H 13.296 26.624 -23.989 0.00
H 13.076 19.208 -14.834 0.00
C 14.079 19.596 -15.013 0.00
O 8.721 24.878 -16.202 0.00
H 16.289 30.837 -16.261 0.00
H 13.470 23.885 -25.300 0.00
O 15.335 28.494 -16.165 0.02
H 15.858 29.644 -18.576 0.00
H 14.375 20.129 -14.109 0.00
H 12.846 25.125 -18.402 0.00
H 19.849 24.884 -19.136 0.01
O 14.699 26.358 -26.878 0.00
C 16.294 20.980 -22.278 0.00
O 16.678 20.074 -23.367 0.00
C 13.161 30.353 -19.506 0.00
H 14.641 31.275 -16.399 0.00
C 15.352 30.825 -15.706 0.00
H 14.151 19.967 -17.191 0.00
H 15.759 24.037 -22.264 0.00
O 19.852 27.470 -21.378 0.00
O 14.230 30.918 -18.854 0.00
O 10.587 25.090 -17.411 0.00
C 15.613 30.015 -21.932 0.00
O 8.634 25.056 -18.470 0.00
H 14.467 25.127 -21.726 0.00
O 12.915 22.525 -16.896 0.01
H 9.781 24.257 -19.875 0.00
H 13.544 28.044 -25.033 0.00
C 15.581 24.560 -20.145 0.03
H 15.025 19.554 -19.398 0.00
H 11.971 24.018 -19.439 0.00
O 13.540 29.605 -20.516 0.00
O 15.590 25.714 -19.625 0.21
H 20.174 23.421 -20.266 0.00
C 12.539 21.246 -16.322 0.00
C 9.294 25.000 -17.269 0.00
C 14.243 25.922 -25.664 0.00
C 19.400 25.194 -21.206 0.00
C 19.536 24.253 -19.967 0.02
H 15.851 21.953 -22.489 0.00
O 16.404 17.983 -24.002 0.00
H 15.095 25.787 -24.997 0.00
C 13.956 20.521 -16.273 0.00
H 18.592 23.813 -19.644 0.01
O 14.579 26.553 -17.039 0.12
C 14.732 29.519 -15.353 0.00
H 14.803 18.837 -15.309 0.00
C 15.006 24.208 -21.494 0.01
C 15.787 19.998 -20.038 0.00
O 22.096 27.258 -21.800 0.00
C 20.981 26.808 -21.631 0.00
H 18.057 26.397 -21.888 0.00
H 16.690 29.926 -22.075 0.00
C 15.435 30.367 -19.273 0.00
H 17.182 21.116 -21.660 0.00
H 16.100 20.989 -19.710 0.00
H 15.494 31.443 -14.819 0.00
```

HOMO energy (spin up / spin down) (eV): -6.4 / -9.4
Multiplicity: 4
Frontier orbital gap (spin up / spin down) (Eh): 0.227 / 0.310
E_LUMO (spin up / spin down) (Eh): -0.0102 / -0.0354

=====

Molecular formula: C5H10O2
Method: DFT, ωB97M-V with the def2-TZVPD basis set

XYZ file:
```
17
Properties=species:S:1:pos:R:3:mulliken_charge:R:1
H -2.560 1.229 -1.290 0.29
O 1.347 0.307 0.541 -0.40
H -0.163 -1.425 1.884 0.29
C -2.403 1.001 -0.241 -0.47
H 1.310 -1.265 -0.802 0.31
H 0.333 1.857 -0.422 0.23
C 0.528 -1.819 1.132 -1.38
C 0.672 -0.828 -0.015 0.55
O -1.452 0.195 0.094 -0.22
H 1.967 2.192 0.181 0.27
C 1.342 1.435 -0.297 -0.60
H 1.502 -1.982 1.605 0.36
C -0.614 -0.451 -0.674 -0.51
H 0.145 -2.777 0.771 0.37
H -0.697 -0.258 -1.744 0.36
H -3.006 1.375 0.571 0.27
H 1.751 1.213 -1.295 0.29
```

HOMO energy (spin up / spin down) (eV): -7.6 / -7.7
Multiplicity: 1
Frontier orbital gap (spin up / spin down) (Eh): 0.298 / 0.305
E_LUMO (spin up / spin down) (Eh): 0.0193 / 0.0232

=====

Molecular formula: C19H48AlF3O21S7
Method: DFT, ωB97M-V with the def2-TZVPD basis set

XYZ file:
```
99
Properties=species:S:1:pos:R:3:mulliken_charge:R:1
H -4.623 5.231 3.088 0.38
O -1.537 1.327 -1.658 -0.32
O -1.137 -1.226 -0.897 -0.19
S 3.835 0.958 2.010 0.77
H 0.358 -5.901 -2.103 0.30
H 4.786 -3.412 0.751 0.40
S 2.189 -2.541 0.514 0.93
O 2.922 -2.780 -0.676 -0.66
H 0.797 -4.352 0.256 0.03
H -3.154 -2.614 -3.349 0.51
H -2.941 -5.219 1.632 0.57
H 5.969 4.697 1.149 0.30
H -5.709 6.943 1.663 0.36
C -1.852 -5.169 1.680 -0.39
C 6.037 3.614 1.067 -0.79
F 3.795 4.953 -1.023 -0.19
F 2.926 4.357 -2.893 -0.19
H -5.441 0.756 -5.827 0.42
Al -0.242 0.788 0.762 2.17
O -1.390 -3.800 1.891 -0.08
H -3.428 6.322 2.524 0.42
S -1.924 4.460 1.335 0.92
C -1.288 -6.014 2.791 -1.11
H 2.385 -4.860 0.869 0.52
C 3.735 0.404 3.694 -0.99
H -1.053 2.186 -5.016 0.45
H -2.518 4.786 -0.881 0.36
C -4.904 0.657 -4.883 -1.29
H 5.538 3.559 3.212 0.44
H -3.811 2.567 -4.829 0.40
H 5.252 -2.165 1.690 0.31
H -4.775 6.219 0.247 0.26
H -1.580 -7.053 2.660 0.39
H 1.747 -4.769 -2.232 0.18
O 0.424 3.876 -1.963 -0.57
H 4.755 0.312 4.047 0.39
C 0.863 -5.163 -2.729 -1.17
H -5.838 5.206 1.062 0.30
H 0.210 2.558 -3.690 0.20
H 3.886 -4.638 2.873 0.27
C -2.829 -2.673 -2.309 -1.31
H 5.397 3.284 0.249 0.04
F 3.615 2.834 -1.472 -0.20
H 5.582 -4.270 3.088 0.41
H -5.620 0.939 -4.109 0.33
O -2.456 3.327 -2.843 -0.68
O -0.318 -3.226 -1.926 -0.13
O 2.509 0.840 1.450 -0.40
O -3.000 1.060 -3.545 0.03
C 4.485 -2.944 1.691 -0.39
H 1.148 -5.660 -3.656 0.47
S -1.205 -1.927 -2.149 1.02
S -1.929 2.000 -2.871 0.78
H 4.355 -3.167 3.757 0.26
O -3.479 4.377 1.643 -0.26
H 1.137 -4.122 1.991 0.33
C 3.060 4.022 -1.619 0.44
H 7.012 3.375 0.643 0.35
H -1.043 -4.444 -3.511 0.37
H 0.410 -3.425 -3.820 0.27
C -1.980 5.405 -0.164 -0.79
H -1.553 -5.688 3.797 0.31
O -3.352 -2.877 0.781 -0.61
H 3.187 -0.539 3.653 0.23
H -4.138 -3.529 3.232 0.35
O -0.828 -1.276 -3.360 -0.74
H 3.033 1.053 4.214 0.37
O 1.243 5.406 -0.281 -0.53
C 5.597 2.928 2.330 -0.44
H -3.532 -1.963 -1.872 0.45
H -0.988 5.635 -0.536 0.23
H -2.964 1.116 -5.534 0.30
H -0.269 0.895 -4.028 0.16
H -1.519 -5.461 0.684 0.15
O 4.926 0.306 1.368 -0.60
O -1.721 -1.396 1.883 -0.50
H -4.727 -0.415 -4.803 0.24
C -4.122 5.558 2.175 -0.51
C -5.209 6.082 1.240 -0.98
H 6.179 2.044 2.588 0.39
O 4.197 2.459 2.212 -0.14
H -3.651 -1.913 3.804 0.47
C 1.573 -4.152 0.998 -0.88
H -2.855 -3.683 -1.925 0.36
O 1.195 -1.510 0.559 -0.40
O 3.197 -2.292 1.720 -0.07
S -2.452 -2.634 1.858 0.98
O -1.312 5.139 2.418 -0.63
S 1.341 4.106 -0.868 1.17
O -1.573 3.100 0.962 -0.49
C -0.591 1.936 -4.068 -0.63
O 1.280 2.985 0.089 -0.19
H -0.200 -5.904 2.788 0.25
C -3.298 -2.869 3.422 -1.15
C -3.654 1.495 -4.776 -0.25
H -2.528 -3.241 4.092 0.32
C -0.107 -4.064 -3.105 -0.27
H -2.530 6.322 0.033 0.38
C 4.608 -3.820 2.921 -1.06
```

HOMO energy (eV): -15.4
Multiplicity: 1
Frontier orbital gap (Eh): 0.151
E_LUMO (Eh): -0.4162
Net charge: +2

=====

Sequential energy relative to the best compared isomer or geometry (same formula, charge and spin) output: 2.516; 0.632; 2.312; 4.984; 0.852 eV
Sequential electronic energy output: -382.41007; -327.31864; -3019.78269; -346.84227; -5661.33861 a.u.